Entry 1:
The following is a quantum chemistry calculation of a gas-phase ion, C5H9O (charge -1) at a distorted geometry, from the Open Molecules 2025 dataset.

Structure (ORCA input):
```
! wB97M-V def2-TZVPD RIJCOSX def2/J DEFGRID3
* xyz -1 1
C -0.7415 1.3015 -1.0382
O -1.5531 2.2907 -0.6704
C -0.6694 0.1065 0.0077
C 0.2980 -0.9526 -0.4768
C 1.3407 -1.4525 0.4879
C 1.3774 -1.3118 1.8092
H -0.9798 0.8239 -2.0237
H 0.3286 1.6353 -1.0731
H -1.6942 -0.2681 0.0955
H -0.3601 0.6585 0.8938
H -0.2164 -1.8569 -0.8268
H 0.8424 -0.5873 -1.3556
H 2.1522 -2.0161 0.0203
H 0.6018 -0.7000 2.2443
H 2.1914 -1.8310 2.2941
*
```

As for the total energy: -271.0987 Ha. As for the SMILES: C=CCCC[O-]. The HOMO-LUMO gap is 6.061 eV. As for the strongest force on any atom: 1.3 eV/A. The relative energy (zero: lowest compared OMol25 entry of this formula, charge and spin) comes out at 5.0 kcal per mole.

***

Entry 2:
The following is a quantum chemistry calculation of a gas-phase ion, C5H9O (charge +1) at a distorted geometry, from the Open Molecules 2025 dataset.

Structure (ORCA input):
```
! wB97M-V def2-TZVPD RIJCOSX def2/J DEFGRID3
* xyz 1 1
C 1.5616 0.7006 0.0507
C -0.0099 0.9658 0.0528
C 1.5436 -0.9255 0.0035
C -2.2625 -0.3504 0.0340
C -0.6732 -0.3350 0.1259
O 0.1742 -1.2704 0.1454
H 2.0498 1.1081 -0.8718
H 1.9389 1.1201 0.9104
H -0.3388 1.4187 1.0131
H -0.3733 1.6589 -0.8437
H 1.9058 -1.1699 -1.0316
H 2.1740 -1.6360 0.6452
H -2.4598 -1.3505 0.2491
H -2.7554 0.3439 0.5854
H -2.4753 -0.2784 -1.0685
*
```

As for the total energy: -270.8292 Ha. The HOMO-LUMO gap is 11.523 eV. As for the strongest force on any atom: 6.1 eV/A. The relative energy (zero: lowest compared OMol25 entry of this formula, charge and spin) comes out at 4.7 kcal per mole.

***

Entry 3:
The following is a quantum chemistry calculation of a single C5H9O2P molecule at a distorted geometry, from the Open Molecules 2025 dataset.

Structure (ORCA input):
```
! wB97M-V def2-TZVPD RIJCOSX def2/J DEFGRID3
* xyz 0 1
C -0.8191 0.8645 -0.4758
C 0.2865 0.6747 -1.2544
C -0.9411 -0.3130 0.4734
C -1.9406 -1.3568 -0.0497
C 2.2816 0.7296 0.8328
O 2.4126 -1.3408 -1.0001
O 0.2877 -1.0424 0.5920
P 1.4950 -0.3994 -0.3452
H -1.8008 1.2251 -0.8608
H 0.4374 1.2451 -2.1208
H -1.0939 -0.0138 1.4456
H -1.6297 -1.6652 -1.0309
H -2.9467 -0.9602 -0.0955
H -1.9619 -2.2547 0.5832
H 2.8200 1.5336 0.1949
H 1.5452 1.1722 1.3834
H 3.1043 0.3190 1.3076
*
```

As for the total energy: -687.7594 Ha. As for the SMILES: C[C@@H]1C=C[P@](C)(=O)O1. The HOMO-LUMO gap is 10.712 eV. As for the strongest force on any atom: 4.9 eV/A. The relative energy (zero: lowest compared OMol25 entry of this formula, charge and spin) comes out at 0.0 kcal per mole.

***

Entry 4:
The following is a quantum chemistry calculation of a gas-phase ion, C5H9O3 (charge -1) at a distorted geometry, from the Open Molecules 2025 dataset.

Structure (ORCA input):
```
! wB97M-V def2-TZVPD RIJCOSX def2/J DEFGRID3
* xyz -1 1
C 0.0892 2.0460 -1.5911
O -0.9961 1.0446 -1.8744
C 1.4211 1.3634 -1.1874
C 1.1463 -0.0090 -0.2603
C -0.0486 0.0214 0.6321
C -0.5368 -1.0297 1.4107
O 0.3056 -2.2001 1.3333
O -1.5524 -1.3107 1.9652
H -0.1022 2.5215 -0.7495
H 0.2253 2.6226 -2.5087
H 2.0076 1.0733 -2.0057
H 1.8771 2.2096 -0.6385
H 0.8691 -0.8790 -0.9158
H 2.1162 -0.2274 0.2951
H -0.5511 0.9276 0.6760
H -0.8910 0.2938 -1.2700
H -0.0351 -3.1658 1.7000
*
```

As for the total energy: -421.5852 Ha. As for the SMILES: [O-]/C(O)=C/CCCO. The HOMO-LUMO gap is 6.221 eV. As for the strongest force on any atom: 6.4 eV/A. The relative energy (zero: lowest compared OMol25 entry of this formula, charge and spin) comes out at 76.6 kcal per mole.

***

Entry 5:
The following is a quantum chemistry calculation of 2 unconnected molecules or ions with the total composition C5H9O3, from the Open Molecules 2025 dataset.

Structure (ORCA input):
```
! wB97M-V def2-TZVPD RIJCOSX def2/J DEFGRID3
* xyz -1 1
O 0.5451 1.6640 0.3996
C 1.1593 0.8228 1.0721
O 0.7449 -0.3224 1.4309
C 2.5990 1.1858 1.4879
H 3.1934 0.2998 1.7008
H 3.0314 1.7981 0.6977
H 2.5843 1.8099 2.3882
C -1.1608 -0.5541 -2.4795
C -1.2258 -0.8056 -1.1744
O -0.3862 -1.6923 -0.5729
C -2.2122 -0.1880 -0.2202
H -1.8718 0.1342 -2.9138
H -0.4139 -1.0389 -3.0924
H 0.0831 -1.2595 0.1961
H -2.8560 0.5433 -0.7073
H -2.7857 -0.9943 0.2398
H -1.6141 0.3215 0.5379
*
```

As for the total energy: -421.6994 Ha. The HOMO-LUMO gap is 8.848 eV. As for the strongest force on any atom: 0.5 eV/A. The relative energy (zero: lowest compared OMol25 entry of this formula, charge and spin) comes out at 4.9 kcal per mole.

***

Entry 6:
The following is a quantum chemistry calculation of a molecular structure, C5H9O3 at a distorted geometry, from the Open Molecules 2025 dataset.

Structure (ORCA input):
```
! wB97M-V def2-TZVPD RIJCOSX def2/J DEFGRID3
* xyz 0 2
O 3.9148 1.9889 -0.6535
C 2.7326 1.7901 -0.4368
C 2.2258 0.5485 0.1800
O 0.4136 0.4789 0.3004
C -0.3903 0.2975 -0.6908
C -1.1420 -0.9899 -0.8015
O -2.4361 -0.9571 -0.2361
C -2.4529 -0.9673 1.1725
H 1.9654 2.5415 -0.7270
H 2.4692 -0.3539 -0.3971
H 2.5331 0.4340 1.2251
H -0.6182 1.1335 -1.3718
H -1.2709 -1.2248 -1.8677
H -0.5385 -1.7965 -0.3450
H -3.4913 -1.1194 1.4886
H -1.8278 -1.7874 1.5675
H -2.0866 -0.0164 1.5932
*
```

As for the total energy: -421.4709 Ha. The HOMO-LUMO gap (spin up / spin down) is 8.110 / 9.611 eV. As for the strongest force on any atom: 2.0 eV/A. The relative energy (zero: lowest compared OMol25 entry of this formula, charge and spin) comes out at 70.9 kcal per mole. Its expectation value of S² is 0.77.

***

Entry 7:
The following is a quantum chemistry calculation of a molecular structure, C5H9O3Ru at a distorted geometry, from the Open Molecules 2025 dataset.

Structure (ORCA input):
```
! wB97M-V def2-TZVPD RIJCOSX def2/J DEFGRID3
* xyz 2 6
H 4.8110 -1.1501 1.0608
O 2.1528 0.0581 0.2963
C 3.0656 -0.7094 -0.0018
H 2.8221 -1.6596 -0.5113
H 5.0635 -0.6726 -0.6121
C 4.4790 -0.4350 0.2912
H 4.6440 0.5984 0.6089
C -1.5554 0.7066 -0.7287
O -2.2685 -0.0953 -1.2852
Ru 0.2998 0.1519 -0.0802
O -1.6500 0.7075 0.7025
C -2.6400 1.3536 1.5013
C -2.9827 2.7611 1.0651
H -2.2093 1.3497 2.5103
H -3.5252 0.7055 1.4540
H -2.0708 3.3558 0.9195
H -3.5865 3.2455 1.8448
H -3.5722 2.7466 0.1388
*
```

As for the total energy: -515.5986 Ha. The HOMO-LUMO gap (spin up / spin down) is 9.561 / 6.973 eV. As for the strongest force on any atom: 5.9 eV/A. The relative energy (zero: lowest compared OMol25 entry of this formula, charge and spin) comes out at 11.6 kcal per mole. Its expectation value of S² is 8.77.

***

Entry 8:
The following is a quantum chemistry calculation of a molecular structure, C5H9O3Yb at a distorted geometry, from the Open Molecules 2025 dataset.

Structure (ORCA input):
```
! wB97M-V def2-TZVPD RIJCOSX def2/J DEFGRID3
* xyz 1 1
O 1.0300 2.0922 -0.4980
C 0.3329 1.1334 -0.1159
O -0.9314 1.0871 -0.3275
C -1.7374 0.0439 0.2931
C 1.1867 -0.9644 -0.2167
H 0.8933 -1.7758 0.4654
C 2.6857 -0.9945 -0.4233
H 2.9651 -1.9388 -0.9112
H 3.0569 -0.2445 -1.1593
H 3.3023 -0.9768 0.5109
C -3.1859 0.3457 0.0184
H -1.5155 0.0416 1.3667
H -1.4146 -0.9098 -0.1400
H -3.4915 1.2911 0.4835
H -3.7919 -0.4623 0.4493
H -3.3845 0.3890 -1.0596
Yb 3.0175 1.5552 0.5010
O 0.9824 0.2877 0.7631
*
```

As for the total energy: -1579.9980 Ha. The HOMO-LUMO gap is 5.514 eV. As for the strongest force on any atom: 1.6 eV/A. The relative energy (zero: lowest compared OMol25 entry of this formula, charge and spin) comes out at 43.7 kcal per mole.

***

Entry 9:
The following is a quantum chemistry calculation of 2 unconnected molecules or ions with the total composition C5H9O4 at a distorted geometry, from the Open Molecules 2025 dataset.

Structure (ORCA input):
```
! wB97M-V def2-TZVPD RIJCOSX def2/J DEFGRID3
* xyz 0 2
C -0.5676 -0.7842 -1.5665
C 0.7478 -0.7381 -0.9529
C 1.4620 0.7511 -1.1623
O 2.7073 0.5873 -1.7147
C -1.5913 1.3761 1.4500
O -0.7667 2.1180 1.0286
C -1.4900 -0.0830 2.1470
O -0.2315 -0.4466 2.6434
O 1.0567 -1.2760 0.0864
H -1.0577 0.1634 -1.7177
H -0.4779 -1.2703 -2.5399
H -1.3326 -1.3183 -0.9965
H 0.7416 1.2982 -1.7447
H 1.4314 1.3737 -0.2535
H 3.1036 -0.2546 -1.3307
H -2.1475 0.2662 2.9781
H -1.9381 -0.8895 1.6028
H 0.3506 -0.8734 2.0431
*
```

As for the total energy: -496.7337 Ha. The HOMO-LUMO gap (spin up / spin down) is 8.121 / 9.566 eV. As for the strongest force on any atom: 6.3 eV/A. The relative energy (zero: lowest compared OMol25 entry of this formula, charge and spin) comes out at 49.2 kcal per mole. Its expectation value of S² is 0.75.

***

Entry 10:
The following is a quantum chemistry calculation of a molecular structure, C5H9O7PS at a distorted geometry, from the Open Molecules 2025 dataset.

Structure (ORCA input):
```
! wB97M-V def2-TZVPD RIJCOSX def2/J DEFGRID3
* xyz 0 1
C 1.8976 -0.3351 1.5417
C 2.1220 0.9405 1.2431
C -1.3916 -2.1183 -1.6833
C -1.8219 -0.6351 -1.6986
C 1.1537 2.0107 1.4888
O 1.5398 0.8885 -1.7211
O -1.8411 1.9701 0.4705
O -1.6946 -0.1437 1.7012
O -0.3935 -2.2986 -0.6838
O -0.7445 0.1987 -2.0264
O 0.6649 -1.4764 -0.8662
O 0.0026 1.5637 2.1994
P 0.4745 0.2131 -1.0220
S -1.0146 0.9346 1.0783
H 2.8202 -0.9582 1.5250
H 1.0310 -0.8069 2.1215
H 3.1262 1.4620 1.0957
H -2.2837 -2.7595 -1.3607
H -1.2273 -2.6123 -2.6626
H -2.6147 -0.6810 -2.4491
H -2.3433 -0.5415 -0.7348
H 0.8120 2.4122 0.5004
H 1.7265 2.7722 1.9430
*
```

As for the total energy: -1461.9580 Ha. The HOMO-LUMO gap (spin up / spin down) is 8.457 / 8.456 eV. As for the strongest force on any atom: 4.1 eV/A. The relative energy (zero: lowest compared OMol25 entry of this formula, charge and spin) comes out at 42.2 kcal per mole.

***

Entry 11:
The following is a quantum chemistry calculation of a single C5H9P molecule at a distorted geometry, from the Open Molecules 2025 dataset.

Structure (ORCA input):
```
! wB97M-V def2-TZVPD RIJCOSX def2/J DEFGRID3
* xyz 0 1
C -1.7676 -0.3811 -0.6062
C -0.2734 1.6418 0.1581
C -0.3302 0.3249 -0.5282
C 2.0121 -0.4298 0.1720
C 0.5188 -0.7399 0.1830
P -3.1381 -0.1735 0.2649
H -0.4772 2.5443 -0.3914
H -0.4231 1.6635 1.2243
H -0.0130 0.4208 -1.5714
H 2.2182 0.4927 0.7098
H 2.3823 -0.3237 -0.8446
H 2.5521 -1.2422 0.6511
H 0.1729 -0.8241 1.2165
H 0.3443 -1.7008 -0.3088
H -3.7782 -1.2729 -0.3292
*
```

As for the total energy: -537.0795 Ha. The HOMO-LUMO gap (spin up / spin down) is 7.983 / 8.384 eV. As for the strongest force on any atom: 2.6 eV/A. The relative energy (zero: lowest compared OMol25 entry of this formula, charge and spin) comes out at 84.0 kcal per mole.

***

Entry 12:
The following is a quantum chemistry calculation of 2 unconnected molecules or ions with the total composition C5H9P at a distorted geometry, from the Open Molecules 2025 dataset.

Structure (ORCA input):
```
! wB97M-V def2-TZVPD RIJCOSX def2/J DEFGRID3
* xyz 0 1
C 3.9167 0.4063 -0.9002
C 3.1922 -0.2670 -0.2433
C -1.6718 0.2528 1.4581
C -1.1814 -0.0189 -1.0784
C -0.7047 -0.1603 0.3494
P 0.3599 -1.6825 0.7548
H 4.4684 0.9391 -1.6339
H -1.7050 1.2951 1.7090
H -2.6671 -0.1001 1.1545
H -1.6078 -0.3600 2.3790
H -0.3623 -0.1939 -1.8124
H -1.6409 0.9052 -1.2644
H -1.9662 -0.7959 -1.3220
H 0.0466 0.6672 0.2608
H 1.5232 -0.8870 0.1889
*
```

As for the total energy: -536.9823 Ha. The HOMO-LUMO gap (spin up / spin down) is 8.397 / 6.161 eV. As for the strongest force on any atom: 3.6 eV/A. The relative energy (zero: lowest compared OMol25 entry of this formula, charge and spin) comes out at 145.0 kcal per mole.